{"formula": "C11H13F13O3Si", "method": "wB97M-V/def2-TZVPD", "charge": 0, "lumo_energy_ev": 0.7249, "e_homo_ha": -0.3809, "elements": ["C", "O", "Si", "C", "C", "C", "F", "F", "C", "F", "F", "C", "F", "F", "C", "F", "F", "C", "F", "F", "C", "F", "F", "F", "O", "C", "O", "C", "H", "H", "H", "H", "H", "H", "H", "H", "H", "H", "H", "H", "H"], "xyz": [[-0.862, -2.261, 0.255], [-1.141, -1.772, -1.032], [-1.692, -0.257, -1.518], [-0.156, 0.729, -1.928], [1.004, -0.199, -2.215], [2.350, 0.445, -1.877], [3.286, -0.111, -2.673], [2.328, 1.771, -2.044], [2.790, 0.147, -0.407], [2.910, -1.195, -0.253], [3.933, 0.791, -0.184], [1.713, 0.700, 0.593], [1.490, 1.996, 0.289], [0.614, -0.025, 0.424], [2.183, 0.620, 2.084], [2.479, -0.633, 2.426], [3.296, 1.399, 2.222], [1.111, 1.129, 3.109], [1.778, 1.580, 4.195], [0.426, 2.132, 2.558], [0.032, 0.083, 3.554], [0.619, -0.787, 4.392], [-0.463, -0.609, 2.508], [-0.968, 0.743, 4.147], [-2.606, 0.420, -0.314], [-2.071, 0.879, 0.901], [-2.476, -0.267, -3.001], [-3.625, -0.979, -3.192], [-1.695, -2.837, 0.583], [-0.701, -1.380, 0.873], [0.042, -2.877, 0.225], [0.087, 1.266, -1.004], [-0.336, 1.463, -2.715], [0.832, -1.148, -1.699], [1.081, -0.489, -3.265], [-2.373, 0.168, 1.697], [-0.957, 1.024, 0.878], [-2.525, 1.848, 1.133], [-3.514, -2.005, -2.771], [-3.787, -1.060, -4.284], [-4.435, -0.445, -2.671]], "forces_ev_per_a": [[0.32, 1.06, -0.17], [-0.95, 0.86, -1.77], [0.52, -0.21, -0.64], [-0.63, 0.30, 0.58], [0.28, -0.06, -0.62], [-1.03, -1.73, 0.63], [0.68, 0.23, -0.16], [0.44, 0.42, -0.50], [-1.07, 0.60, -0.66], [0.26, 0.58, 0.17], [0.71, -0.31, 0.22], [2.15, -0.04, 0.18], [0.02, -0.20, 0.42], [0.42, -0.31, 0.51], [-0.08, 0.90, 0.22], [0.31, -0.48, -0.19], [-0.87, -0.52, -0.06], [0.17, -0.11, -0.06], [-0.53, -0.28, -0.25], [-0.15, 0.68, -0.01], [0.79, -0.24, 0.22], [-0.74, 0.38, -0.12], [0.55, 0.44, 1.78], [0.42, -0.59, -0.04], [0.19, -0.44, -1.31], [0.10, 0.42, 0.80], [2.37, 0.65, 1.96], [-1.39, -1.23, -0.25], [-0.62, -0.59, 0.57], [-0.28, -1.29, 0.05], [-0.08, 0.06, 0.02], [-0.52, 0.33, -1.00], [0.03, -0.08, 0.04], [0.62, 0.24, 0.05], [-0.16, 0.25, -0.09], [0.33, 0.52, -0.40], [-1.66, -0.09, 0.05], [0.05, -0.08, -0.03], [-0.38, 0.42, -0.31], [-0.31, 0.02, 0.63], [-0.27, -0.47, -0.46]]}

---

{"formula": "C11H13F2N", "method": "wB97M-V/def2-TZVPD", "charge": 0, "lumo_energy_ev": [-0.4325, -0.5663], "e_homo_ha": [-0.2671, -0.3388], "elements": ["C", "C", "C", "C", "C", "C", "C", "C", "C", "C", "C", "N", "F", "F", "H", "H", "H", "H", "H", "H", "H", "H", "H", "H", "H", "H", "H"], "xyz": [[-3.611, 0.407, -0.221], [-3.061, -0.836, 0.050], [-2.839, 1.549, -0.341], [-1.720, -0.944, 0.004], [-1.428, 1.516, -0.124], [-0.818, 0.200, -0.012], [2.588, -0.575, -1.634], [2.755, -1.522, -0.444], [1.269, -0.900, -0.892], [1.318, 1.385, 0.559], [0.602, 0.146, -0.067], [0.670, -0.745, 2.306], [1.401, 2.443, -0.341], [2.574, 1.178, 0.852], [-4.755, 0.460, -0.334], [-3.648, -1.690, 0.293], [-3.371, 2.413, -0.518], [-1.319, -1.935, 0.103], [-0.766, 2.371, -0.132], [2.879, 0.478, -1.620], [2.703, -1.026, -2.675], [2.883, -2.665, -0.749], [3.196, -1.226, 0.494], [0.690, -1.609, -1.385], [0.752, 1.790, 1.444], [-0.244, -0.552, 2.607], [1.302, -0.112, 2.778]], "forces_ev_per_a": [[-2.47, 0.21, -0.07], [-0.27, 0.90, -0.32], [1.92, -1.56, 0.95], [2.82, 0.66, 0.45], [-0.97, -2.43, -0.19], [-2.92, 1.14, -0.81], [-0.19, -0.83, -0.49], [-1.69, -1.09, -2.54], [3.49, 1.04, 1.66], [-2.19, 0.12, -0.78], [1.39, -0.59, 1.32], [1.78, -1.08, -1.42], [-0.41, 0.07, -0.42], [1.84, -0.92, 0.94], [1.94, 0.19, 0.22], [-0.50, -0.48, -0.22], [-0.65, 2.05, -0.39], [0.54, -0.23, 0.13], [-0.52, 0.18, -0.18], [0.21, -0.47, 0.31], [-0.27, 0.60, 1.58], [-0.36, 2.72, 0.86], [-0.17, 0.18, -0.04], [-1.26, -0.92, -0.46], [0.52, -0.56, -0.81], [-1.71, 0.70, 0.49], [0.08, 0.41, 0.22]]}

---

{"formula": "C11H13N", "method": "wB97M-V/def2-TZVPD", "charge": 0, "lumo_energy_ev": 0.7209, "e_homo_ha": -0.2934, "elements": ["C", "C", "C", "C", "N", "C", "C", "C", "C", "C", "C", "C", "H", "H", "H", "H", "H", "H", "H", "H", "H", "H", "H", "H", "H"], "xyz": [[-0.713, 2.953, -2.636], [-0.201, 2.024, -1.839], [0.480, 1.241, -1.052], [1.293, 1.619, 0.142], [0.366, 1.883, 1.242], [0.626, -0.242, -1.311], [0.039, -1.063, -0.176], [-1.371, -1.026, 0.052], [-1.929, -1.815, 1.084], [-1.116, -2.623, 1.903], [0.286, -2.610, 1.702], [0.866, -1.840, 0.699], [-1.197, 3.899, -2.331], [-0.496, 2.781, -3.651], [1.963, 0.744, 0.385], [2.008, 2.498, -0.071], [0.912, 2.241, 2.025], [0.077, 0.905, 1.493], [0.203, -0.454, -2.270], [1.684, -0.563, -1.456], [-2.016, -0.334, -0.570], [-3.004, -1.800, 1.209], [-1.589, -3.186, 2.696], [0.912, -3.265, 2.342], [1.917, -1.966, 0.390]], "forces_ev_per_a": [[0.23, -0.28, 1.65], [-0.18, 1.61, -0.13], [0.95, -1.32, -0.62], [2.31, 1.32, -0.36], [0.23, -1.13, 0.41], [-0.47, -0.84, 0.61], [-0.74, -0.70, 0.77], [0.59, 0.09, 0.12], [0.82, 0.22, -0.54], [0.50, 1.09, -0.84], [-0.51, -0.58, 0.69], [-0.93, 0.15, -1.66], [-0.72, -1.26, -0.09], [0.88, 0.69, -1.30], [-0.42, 0.84, -0.29], [-1.26, -1.00, 0.47], [-0.22, -0.16, 0.01], [-0.10, 1.38, 0.21], [-0.78, -0.47, -0.48], [-0.38, 0.80, 0.35], [0.83, -1.04, 0.77], [0.00, -0.04, 0.16], [0.22, -0.15, -0.03], [-0.39, 0.56, -0.51], [-0.46, 0.23, 0.61]]}

---

{"formula": "C11H13N", "method": "wB97M-V/def2-TZVPD", "charge": 0, "lumo_energy_ev": 0.9735, "e_homo_ha": -0.3231, "elements": ["C", "C", "C", "C", "N", "C", "C", "C", "C", "C", "C", "C", "H", "H", "H", "H", "H", "H", "H", "H", "H", "H", "H", "H", "H"], "xyz": [[-3.233, 2.058, -0.237], [-3.059, 0.795, -0.031], [-2.839, -0.493, 0.224], [-1.637, -1.022, 0.983], [-0.896, -1.989, 0.164], [-0.153, -1.326, -0.945], [1.023, -0.456, -0.503], [2.258, -0.968, -0.198], [3.293, -0.179, 0.242], [3.089, 1.203, 0.412], [1.848, 1.756, 0.093], [0.786, 0.931, -0.307], [-3.712, 2.635, 0.552], [-2.791, 2.458, -1.152], [-3.653, -1.119, -0.172], [-2.017, -1.596, 1.843], [-0.996, -0.170, 1.255], [-0.292, -2.586, 0.733], [0.267, -2.116, -1.595], [-0.853, -0.738, -1.555], [2.436, -2.019, -0.390], [4.247, -0.620, 0.492], [3.908, 1.820, 0.812], [1.680, 2.835, 0.174], [-0.215, 1.337, -0.533]], "forces_ev_per_a": [[0.28, 0.22, -0.08], [0.81, -2.33, 0.81], [-0.98, 1.77, -0.69], [-0.24, -0.61, -0.46], [0.15, 0.41, -0.67], [0.75, -0.87, 0.19], [-1.85, 1.61, 0.31], [0.30, -0.87, -0.52], [0.04, 1.24, 0.52], [0.28, -0.42, 0.01], [-0.48, 0.02, 0.15], [0.67, -0.51, -0.43], [0.03, 0.29, -0.50], [-0.41, 0.43, 0.33], [0.68, -0.32, 0.40], [0.31, 0.52, 0.01], [-0.33, -0.17, 0.44], [-0.16, 0.50, -0.30], [-0.36, 0.19, 0.22], [0.11, -0.19, 0.33], [0.02, -0.12, 0.14], [0.08, 0.00, -0.05], [-0.49, -0.22, -0.37], [0.12, -0.41, 0.09], [0.66, -0.13, 0.14]]}

---

Q: Which relative energy (zero: lowest compared OMol25 entry of this formula, charge and spin) values were calculated for the entries above? A: 0.00, 89.97, 78.73, 53.03, in kcal per mole.
Q: Which DFT total energy values were calculated for the entries above? A: -60967.445, -18537.910, -13104.730, -13105.844, in eV.